Computed, not measured: one molecule with the formula C3H6N2OS, with ωB97M-V/def2-TZVPD.

The geometry in XYZ format:
```
13
C3H6N2OS (ωB97M-V/def2-TZVPD)
C 0.8200 -0.2434 0.8811
C -0.0210 1.1670 -0.7397
C -1.5938 -0.4285 0.0768
N 1.7124 -0.5481 -0.0258
N -0.3195 0.3683 0.2344
O 1.4965 -0.4779 -1.3640
S 1.0325 -0.0069 2.4898
H -0.6737 1.4093 -1.4918
H 0.9075 1.6232 -0.6366
H -1.3493 -1.4484 -0.0862
H -2.2799 -0.3426 0.9415
H -2.1528 0.0406 -0.6844
H 2.4209 -1.1126 0.4049
```

* total energy: -19066.940 eV
* HOMO (alpha / beta): -7.5828 / -7.5820 eV

Computed, not measured: C19H12N7O2ReS2 as an isolated structure, with ωB97M-V/def2-TZVPD.

The geometry in XYZ format:
```
43
C19H12N7O2ReS2 (ωB97M-V/def2-TZVPD)
Re -0.1799 -0.2692 -0.3934
N -2.7738 3.5921 1.2792
C -2.5218 2.3419 0.9057
N -1.3706 1.7536 1.0455
C -0.3184 2.4509 1.5915
N 0.8450 1.8952 1.7408
N 0.8945 0.5889 1.2503
C 1.8579 -0.1081 1.7255
C 1.9494 -1.4721 1.2547
C 2.8859 -2.3773 1.7184
C 2.8424 -3.6817 1.2656
C 1.8555 -4.0506 0.3604
C 0.9620 -3.1046 -0.0809
N 1.0038 -1.8266 0.3483
C -0.5206 3.8293 2.0297
C 0.4937 4.6028 2.6046
C 0.2353 5.8973 2.9933
C -1.0414 6.4416 2.8138
C -2.0519 5.6962 2.2496
C -1.7811 4.3878 1.8604
H -3.6987 3.9700 1.1486
H -3.3443 1.7957 0.4568
H 2.5351 0.3104 2.4603
H 3.6309 -2.0473 2.4304
H 3.5642 -4.4078 1.6163
H 1.7779 -5.0637 -0.0095
H 0.1890 -3.3478 -0.7933
H 1.4720 4.1603 2.7333
H 1.0178 6.4971 3.4393
H -1.2403 7.4603 3.1206
H -3.0418 6.1160 2.1080
S -2.0544 -1.2309 0.6797
C -2.7661 -2.2264 -0.4759
C -3.9265 -2.9830 -0.0679
N -4.8535 -3.5656 0.2832
C -2.2822 -2.3206 -1.7745
S -0.9677 -1.4100 -2.3091
C -2.9194 -3.1889 -2.7350
N -3.4175 -3.8697 -3.5169
O -0.6421 1.5333 -1.5766
C 0.5556 1.5864 -1.9810
O 1.3541 0.6889 -1.5711
H 0.8961 2.3747 -2.6515
```

* total energy: -58218.506 eV
* net charge: +1
* 2S+1: 2
* HOMO (alpha / beta): -11.6613 / -11.4220 eV

Computed, not measured: one molecule with the formula C8H8OS, with ωB97M-V/def2-TZVPD.

The geometry in XYZ format:
```
18
C8H8OS (ωB97M-V/def2-TZVPD)
C -0.2262 0.6757 -1.8535
C 0.7173 0.5488 -2.8603
C -0.0603 0.2085 -0.5355
C 1.0996 -0.4164 -0.0976
C 1.8765 -0.0719 -2.4481
C 2.1046 -0.5317 -1.1921
C -1.2207 0.3614 0.4073
C 1.3883 -0.8960 1.2808
O 3.3810 -2.2966 -2.8196
S 3.4690 -0.9322 -2.3153
H -1.1616 1.1640 -2.0890
H 0.5421 0.9003 -3.8653
H -1.9253 -0.4563 0.2470
H -0.9083 0.3369 1.4482
H -1.7435 1.2956 0.2197
H 0.7302 -1.7217 1.5513
H 2.4190 -1.2349 1.3386
H 1.2488 -0.0997 2.0125
```

* total energy: -21305.718 eV
* HOMO: -9.3602 eV

Computed, not measured: C17H16F7IN6ReS4Sb as an isolated structure, with ωB97M-V/def2-TZVPD.

The geometry in XYZ format:
```
53
C17H16F7IN6ReS4Sb (ωB97M-V/def2-TZVPD)
Re 0.7135 0.7719 -0.2148
C 2.5017 4.1919 1.9771
C 1.7457 2.9955 1.5205
N 2.1050 2.2432 0.5287
N 3.2476 2.6230 -0.1097
C 3.6630 1.7017 -0.9286
N 4.7567 1.9370 -1.6667
S 2.8921 0.1567 -1.0788
C 0.5162 2.5893 2.1931
C 0.0619 3.1546 3.3673
C -1.0886 2.6465 3.9513
C -1.7541 1.5999 3.3394
C -1.2546 1.0938 2.1542
N -0.1418 1.5805 1.6005
H 3.3178 4.4025 1.2978
H 2.9028 4.0207 2.9795
H 1.8334 5.0540 2.0207
H 5.0616 2.8956 -1.7308
H 4.9257 1.3457 -2.4620
H 0.6104 3.9692 3.8166
H -1.4588 3.0655 4.8775
H -2.6527 1.1749 3.7615
H -1.7448 0.3006 1.6131
S 0.6040 -5.8672 -1.0213
C 0.1747 -4.3303 -1.4159
S 1.2726 -3.1336 -2.0321
C 0.0190 -1.9165 -1.9767
N -1.1207 -2.3752 -1.6015
N -1.0423 -3.7126 -1.3126
C -2.2636 -4.3291 -0.8852
C -3.0710 -3.6379 0.0044
C -4.2647 -4.2059 0.4202
C -4.6427 -5.4567 -0.0488
C -3.8299 -6.1304 -0.9497
C -2.6368 -5.5675 -1.3781
S 0.3258 -0.2663 -2.4641
H -2.7683 -2.6574 0.3459
H -4.9011 -3.6685 1.1112
H -5.5708 -5.9029 0.2831
H -4.1258 -7.0993 -1.3296
H -2.0044 -6.0831 -2.0853
F -1.1523 0.3644 -0.3312
F 0.4904 2.5833 -1.4729
Sb 0.8534 3.6755 -3.1099
F 2.2102 4.5166 -2.1197
F 1.2103 4.6777 -4.6462
F 2.0969 2.3362 -3.5507
F -0.5136 2.6947 -3.9129
F -0.3781 4.8907 -2.3981
I 1.9611 -0.7680 2.7270
C 0.9046 -1.0009 0.8849
H -0.0788 -1.4046 1.1194
H 1.4821 -1.7390 0.3393
```

* total energy: -105965.061 eV
* 2S+1: 3
* HOMO (alpha / beta): -8.1190 / -8.1106 eV

Computed, not measured: C6H10N2O2S as an isolated structure, with ωB97M-V/def2-TZVPD.

The geometry in XYZ format:
```
21
C6H10N2O2S (ωB97M-V/def2-TZVPD)
C -0.9834 1.5330 -0.2470
C -1.4973 -0.9834 0.6546
C 1.9544 1.6069 1.1743
C -1.3651 -0.1324 -2.0347
C 1.5597 0.1603 0.9484
C -0.7138 0.2367 -0.7211
N -1.2019 2.5780 0.1754
N -1.0021 -2.1675 0.4031
O -2.2833 -0.5252 1.4109
O 1.1432 -1.5861 -1.0023
S 1.0959 -0.1100 -0.8206
H 1.0789 2.2484 1.2292
H 2.5110 1.7047 2.1031
H 2.5866 1.9567 0.3588
H -2.4502 -0.1129 -1.9466
H -1.0492 -1.1317 -2.3306
H -1.0714 0.5687 -2.8183
H 0.7386 -0.1486 1.5928
H 2.4083 -0.5078 1.1007
H -0.1775 -2.2432 -0.2172
H -1.2815 -2.9448 0.9870
```

* total energy: -24288.701 eV
* 2S+1: 3
* HOMO (alpha / beta): -5.0234 / -10.0395 eV

Computed, not measured: a 2-piece molecular cluster, C4H8O2 overall, with ωB97M-V/def2-TZVPD.

The geometry in XYZ format:
```
14
C4H8O2 (ωB97M-V/def2-TZVPD)
C 1.6800 1.7362 -0.1049
C 1.0092 1.1287 0.8662
O 0.8374 -0.2365 0.7604
C 0.4893 1.7108 2.1325
C -0.7812 1.5157 2.4688
H 1.9154 1.2431 -1.0345
H 1.9452 2.7793 -0.0173
H 0.6293 -0.6580 1.5905
H 1.1623 2.2608 2.7681
H -1.5562 1.0677 1.8630
H -1.1135 2.0389 3.3613
H -2.8145 -4.6428 -5.0612
H -1.2981 -4.9133 -5.0502
O -2.1048 -5.0307 -4.5429
```

* total energy: -8370.986 eV
* structure (SMILES): C=CC(=C)O.O
* HOMO: -8.6968 eV

Computed, not measured: a 2-piece molecular cluster, C4H9ClNS overall, with ωB97M-V/def2-TZVPD.

The geometry in XYZ format:
```
16
C4H9ClNS (ωB97M-V/def2-TZVPD)
C 3.3582 0.8692 -0.8010
C 2.7291 0.2877 0.1967
C -0.9912 -1.1832 0.0214
C -2.9982 0.5741 0.5174
N -0.2684 -2.1911 -0.3699
S -2.6392 -1.0216 -0.2647
Cl 2.6460 -1.4394 0.3579
H 3.4191 1.9425 -0.8541
H 3.8413 0.3178 -1.5893
H 2.2580 0.8077 1.0150
H -0.4793 -0.3929 0.5610
H -3.3002 0.4058 1.5467
H -3.8224 1.0169 -0.0352
H -2.1341 1.2272 0.4652
H -0.6821 -2.9629 -0.8794
H 0.7508 -2.1774 -0.1997
```

* total energy: -29134.312 eV
* net charge: +1
* HOMO: -13.4611 eV

Computed, not measured: one molecule with the formula C25H22ClN7OS, with ωB97M-V/def2-TZVPD.

The geometry in XYZ format:
```
57
C25H22ClN7OS (ωB97M-V/def2-TZVPD)
C 3.7877 3.0249 -1.8305
C 3.8305 1.5548 -1.6358
N 4.3811 0.7434 -2.5218
N 4.2392 -0.4983 -2.0588
C 3.6026 -0.5245 -0.8659
C 3.3170 0.7969 -0.5590
N 2.6248 1.2454 0.5745
C 2.9858 2.2975 1.3331
O 3.9937 2.9556 1.1983
C 1.9675 2.5977 2.4325
H 2.3883 3.3261 3.1239
H 1.6578 1.6961 2.9577
S 0.4639 3.3824 1.7654
C -0.5267 2.0244 1.3204
N -0.0514 0.7913 1.4125
C -0.8275 -0.2447 1.0738
N -2.0662 -0.1817 0.6186
C -2.5594 1.0509 0.5244
N -3.7855 1.4554 0.1098
N -3.8775 2.7995 0.1658
C -2.7454 3.2764 0.6077
C -1.8364 2.2259 0.8648
H -2.5995 4.3301 0.7322
C -4.8729 0.6895 -0.3282
C -4.8225 -0.6998 -0.3040
C -5.9156 -1.4247 -0.7431
C -7.0516 -0.7785 -1.2014
C -7.0960 0.6063 -1.2201
C -6.0121 1.3447 -0.7861
H -6.0276 2.4226 -0.7919
H -7.9796 1.1148 -1.5751
H -7.9005 -1.3522 -1.5417
H -5.8781 -2.5037 -0.7241
H -3.9374 -1.1964 0.0582
C -0.2569 -1.5952 1.1836
C -0.6229 -2.5439 0.2291
C -0.1331 -3.8335 0.2791
C 0.7292 -4.2049 1.2988
C 1.0926 -3.2857 2.2656
C 0.6063 -1.9884 2.2060
Cl 1.0617 -0.8995 3.4645
H 1.7521 -3.5669 3.0717
H 1.1150 -5.2116 1.3479
H -0.4251 -4.5502 -0.4731
H -1.2991 -2.2391 -0.5544
H 1.7789 0.7439 0.8426
C 3.3129 -1.7765 -0.1226
H 3.0283 -1.5381 0.8983
H 2.4961 -2.3323 -0.5869
H 4.1908 -2.4205 -0.0982
C 4.7446 -1.6117 -2.8051
H 5.1584 -1.2199 -3.7315
H 3.9452 -2.3203 -3.0317
H 5.5306 -2.1285 -2.2496
H 4.2700 3.2788 -2.7695
H 2.7558 3.3762 -1.8456
H 4.2982 3.5195 -1.0052
```

* total energy: -62119.121 eV
* structure (SMILES): Cc1nn(C)c(C)c1NC(=O)CSc1nc(-c2ccccc2Cl)nc2c1cnn2-c1ccccc1
* HOMO: -8.1790 eV

Computed, not measured: BH22NiO9 as an isolated structure, with ωB97M-V/def2-TZVPD.

The geometry in XYZ format:
```
33
BH22NiO9 (ωB97M-V/def2-TZVPD)
Ni 0.5516 -0.9085 -1.5790
B 0.1396 -0.0956 0.4275
H -0.5194 0.5711 -0.2484
H 1.2365 0.0895 0.1088
H -0.0029 0.0900 1.5500
H -0.1734 -1.2017 0.2749
O -2.3472 0.1788 3.3321
H -2.0420 -0.0906 2.4578
H -1.5946 0.0321 3.9156
O -1.3683 -0.6532 -2.6813
H -1.2670 -0.0438 -3.4270
H -2.1129 -1.2208 -2.9248
O -0.2688 -2.8027 -1.3475
H -1.0147 -2.8864 -0.7349
H 0.0233 -3.7096 -1.5190
O -2.9619 -0.0374 0.3641
H -2.2360 0.5973 0.3950
H -2.5984 -0.8017 -0.0862
O 2.4593 -1.6052 -1.3287
H 3.2443 -1.5939 -1.8930
H 2.7321 -2.0655 -0.5167
O 0.7613 2.5504 1.7997
H 1.7000 2.6772 1.6187
H 0.6238 1.5860 1.7705
O 1.1332 0.9664 -2.2029
H 1.0736 1.8479 -1.8030
H 1.8509 1.0276 -2.8507
O -1.7483 3.2055 0.3982
H -0.8513 2.9622 0.6828
H -1.8027 2.9478 -0.5281
O 2.7654 -0.6876 1.9981
H 1.9265 -0.3689 1.6269
H 2.6882 -0.5566 2.9504
```

* total energy: -60495.783 eV
* net charge: +1
* 2S+1: 3
* HOMO (alpha / beta): -12.9236 / -12.9230 eV

Question: Which value of total energy does entry 5 give?
Answer: -24288.701 eV